No. 1
Computed, not measured: the molecule C3H4S2 at a distorted geometry, with wB97M-V/def2-TZVPD.

The frontier orbital gap (spin up / spin down) comes out at 0.2360 / 0.2362 hartree. The total charge is 0. As for the HOMO energy (spin up / spin down): -7.865 / -7.868 eV. Its energy above the lowest of the compared OMol25 structures with the same formula, charge and spin is 57.8 kcal per mole. The calculation puts the LUMO energy (spin up / spin down) at -1.44 / -1.44 eV.

Structure (XYZ):
```
9
C3H4S2, DFT wB97M-V/def2-TZVPD
C -1.375 0.293 -0.042
C 1.813 0.339 -0.080
C -0.571 -0.801 0.204
S -3.026 0.131 0.023
S 1.091 -1.056 0.049
H -1.037 1.300 -0.205
H 1.532 1.379 -0.020
H 2.796 0.132 -0.319
H -1.223 -1.717 0.390
```

No. 2
Computed, not measured: a structure of composition H12LiO6 at a distorted geometry, with wB97M-V/def2-TZVPD.

The frontier orbital gap comes out at 0.3858 hartree. The total charge is +1. As for the HOMO energy: -14.259 eV. Its energy above the lowest of the compared OMol25 structures with the same formula, charge and spin is 307.9 kcal per mole. The calculation puts the LUMO energy at -3.76 eV.

Structure (XYZ):
```
19
H12LiO6, DFT wB97M-V/def2-TZVPD
Li -0.023 -0.594 0.267
O -1.060 0.069 -0.395
H -1.733 -0.379 -0.907
H -1.319 0.990 -0.410
O -0.052 1.444 0.783
H 0.400 1.024 1.514
H -0.284 2.313 1.111
O 0.261 -1.380 -0.864
H 0.886 -1.079 -1.523
H 0.219 -2.329 -0.989
O 0.121 1.004 -1.926
H -0.451 0.780 -1.191
H 0.390 0.159 -2.287
O -0.512 -0.677 1.608
H -0.365 0.064 2.196
H -1.446 -0.866 1.689
O 1.268 -0.133 0.449
H 1.760 -0.859 0.067
H 1.938 0.449 0.808
```

No. 3
Computed, not measured: a cluster of 2 separate species, C7H14O2 in total at a distorted geometry, with wB97M-V/def2-TZVPD.

The frontier orbital gap comes out at 0.4106 hartree. The total charge is 0. The SMILES is C1CCCC1.CC(=O)O. As for the HOMO energy: -10.415 eV. Its energy above the lowest of the compared OMol25 structures with the same formula, charge and spin is 71.9 kcal per mole. The calculation puts the LUMO energy at 0.76 eV.

Structure (XYZ):
```
23
C7H14O2, DFT wB97M-V/def2-TZVPD
C 1.219 1.480 -0.255
C 0.233 0.342 -1.020
C 0.860 -0.997 -0.941
C 1.639 -0.892 0.311
C 2.244 0.529 0.348
H 1.731 2.112 -1.042
H 0.850 1.901 0.706
H 0.107 0.518 -2.066
H -0.866 0.499 -0.603
H 1.707 -1.160 -1.669
H 0.044 -1.803 -0.868
H 2.493 -1.672 0.459
H 1.132 -0.957 1.334
H 3.206 0.687 -0.173
H 2.504 0.487 1.548
C -2.000 -0.421 1.425
C -2.525 0.182 0.037
O -2.820 1.354 -0.123
O -2.896 -0.737 -0.915
H -2.225 0.546 2.015
H -2.595 -1.380 1.779
H -0.743 -0.442 1.353
H -3.300 -0.178 -1.639
```

No. 4
Computed, not measured: a structure of composition C21H45AlNO7 at a distorted geometry, with wB97M-V/def2-TZVPD.

The frontier orbital gap comes out at 0.2387 hartree. The total charge is -1. As for the HOMO energy: -4.494 eV. The calculation puts the LUMO energy at 2.00 eV.

Structure (XYZ):
```
75
C21H45AlNO7, DFT wB97M-V/def2-TZVPD
N -4.102 -4.018 0.124
C -2.809 -3.334 0.025
O -2.542 -2.467 0.902
C -1.708 -3.573 -1.089
C -1.666 -2.416 -2.217
Al -3.504 -1.870 -2.941
H -4.775 -3.617 -0.539
H -4.020 -5.035 0.043
H -0.688 -3.524 -0.555
H -1.754 -4.603 -1.586
H -0.968 -2.713 -3.082
H -1.226 -1.494 -1.689
H -4.185 -0.795 -1.989
H -3.250 -1.153 -4.368
H -4.403 -3.168 -3.165
C -3.905 2.539 -1.476
C -3.807 2.503 -2.976
O -4.049 1.490 -3.597
C -3.395 3.774 -3.677
H -4.211 1.557 -1.110
H -2.931 2.785 -1.047
H -4.652 3.276 -1.169
H -2.400 4.076 -3.344
H -4.120 4.565 -3.469
H -3.367 3.599 -4.755
C -4.784 1.289 2.379
C -6.170 1.547 1.851
O -6.369 1.727 0.667
C -7.299 1.573 2.848
H -4.073 1.298 1.550
H -4.505 2.071 3.089
H -4.746 0.310 2.861
H -7.132 2.368 3.579
H -7.373 0.607 3.351
H -8.238 1.769 2.326
C 1.489 3.622 -1.573
C 0.140 2.957 -1.628
O -0.863 3.523 -1.233
C 0.078 1.561 -2.189
H 1.383 4.622 -1.146
H 2.164 3.041 -0.941
H 1.900 3.714 -2.580
H 0.691 0.890 -1.585
H 0.426 1.562 -3.225
H -0.955 1.206 -2.168
C 6.233 2.590 -1.796
C 5.430 1.953 -0.692
O 4.233 1.773 -0.805
C 6.168 1.547 0.554
H 5.572 2.830 -2.631
H 6.692 3.513 -1.436
H 7.001 1.897 -2.144
H 6.625 2.423 1.019
H 6.933 0.806 0.307
H 5.464 1.102 1.261
C -1.239 -1.933 3.440
C -0.009 -2.004 4.304
O 1.103 -1.834 3.840
C -0.207 -2.294 5.770
H -0.949 -1.719 2.411
H -1.764 -2.890 3.461
H -1.895 -1.134 3.793
H -0.687 -3.267 5.894
H -0.817 -1.511 6.224
H 0.764 -2.316 6.269
C 6.780 -2.549 1.128
C 7.841 -2.140 0.142
O 7.919 -0.996 -0.264
C 8.803 -3.201 -0.323
H 6.161 -1.684 1.373
H 6.145 -3.322 0.691
H 7.247 -2.917 2.044
H 8.257 -4.003 -0.824
H 9.359 -3.598 0.529
H 9.510 -2.764 -1.030
```

No. 5
Computed, not measured: a cluster of 2 separate species, CH5O2 in total at a distorted geometry, with wB97M-V/def2-TZVPD.

The frontier orbital gap comes out at 0.2869 hartree. The total charge is -1. As for the HOMO energy: -2.903 eV. Its energy above the lowest of the compared OMol25 structures with the same formula, charge and spin is 11.0 kcal per mole. The calculation puts the LUMO energy at 4.91 eV.

Structure (XYZ):
```
8
CH5O2, DFT wB97M-V/def2-TZVPD
O 2.169 -0.271 0.261
H 1.103 -0.486 0.300
C -1.140 0.394 -0.270
O -0.258 -0.536 0.165
H -0.619 1.209 -0.694
H -1.734 0.921 0.565
H -1.942 -0.078 -1.038
H 2.422 -1.153 0.711
```

No. 6
Computed, not measured: a cluster of 2 separate species, C3H7N3 in total at a distorted geometry, with wB97M-V/def2-TZVPD.

The frontier orbital gap comes out at 0.3236 hartree. The total charge is +2. As for the HOMO energy: -19.420 eV. Its energy above the lowest of the compared OMol25 structures with the same formula, charge and spin is 82.9 kcal per mole. The calculation puts the LUMO energy at -10.61 eV.

Structure (XYZ):
```
13
C3H7N3, DFT wB97M-V/def2-TZVPD
C -0.562 -1.124 0.335
C -2.310 0.618 0.731
C 1.678 0.259 -0.536
N -1.362 -0.361 0.648
N -2.361 1.658 0.078
N 2.567 -0.638 -0.619
H -0.149 -2.104 0.210
H -3.025 0.371 1.568
H 1.831 1.181 -0.066
H 0.854 0.164 -1.141
H -3.120 2.213 0.168
H 3.498 -0.867 -0.046
H 2.460 -1.370 -1.329
```